a.
30
Properties=species:S:1:pos:R:3 method="wB97M-V/def2-TZVPD" total_charge=+1 homo_lumo_gap_ev=8.89 e_homo_ev=-12.08
C -1.8043 -0.2892 -1.4756
C -2.5635 -0.4376 -2.7331
N -1.9561 -1.5142 -0.5537
H -0.6731 0.0137 -1.5561
H -2.0177 0.6485 -0.8867
H -3.5272 -0.9531 -2.6785
H -1.8601 -1.0142 -3.4721
H -2.9332 -1.6207 -0.4252
H -1.7168 -2.3704 -0.9490
H -1.5265 -1.3484 0.3725
H -2.7302 0.4609 -3.2490
C 1.7288 -1.8342 -0.3712
C 3.1746 -1.9671 0.0790
C 1.1225 -0.4717 0.2281
C 1.1380 0.7010 -0.4383
C 0.2989 -0.4668 1.4405
C 0.4928 1.8259 -0.0693
C -0.2365 0.6406 1.9206
C -0.1956 1.8591 1.1020
O -0.3977 2.9971 1.7920
H 1.7632 -1.7722 -1.3840
H 1.1011 -2.6830 -0.0151
H 3.6851 -2.5706 -0.8767
H 1.8549 0.7122 -1.3574
H 0.4776 -1.4170 2.0718
H 0.8364 2.7529 -0.5590
H -0.3999 0.7713 3.0502
H -1.3907 3.0000 2.0354
H 3.4450 -2.4559 1.0827
H 3.5521 -0.8906 0.2405

b.
30
Properties=species:S:1:pos:R:3 method="wB97M-V/def2-TZVPD" total_charge=+1 homo_lumo_gap_ev=9.45 e_homo_ev=-12.90
C -1.1320 -0.6967 -0.1893
C -2.3292 -0.1997 -0.3507
C -3.7964 -2.1187 0.3623
C -3.5119 -1.0558 -0.3704
C -2.4905 1.3625 -0.5083
C -1.4233 2.1028 0.2686
C -0.0316 1.5972 0.0709
C 1.2741 2.3460 0.2484
C 2.5798 -2.2685 0.4380
C 3.8335 -0.4425 -0.5573
N 0.1749 0.3600 -0.1681
O 2.5732 -0.9916 -0.2111
H -0.8645 -1.6585 0.0000
H -4.8386 -2.5987 0.1803
H -3.0861 -2.6973 0.9954
H -4.2752 -0.6203 -1.1710
H -2.4413 1.5644 -1.4968
H -3.4929 1.3812 0.0151
H -1.3397 3.1133 0.1747
H -1.4111 2.1164 1.4180
H 1.0526 -0.0487 -0.2629
H 2.0832 1.7389 0.1439
H 1.5305 2.8095 1.1798
H 1.2331 3.3034 -0.4084
H 2.6337 -1.9841 1.4912
H 1.7495 -2.8048 0.2426
H 3.5627 -2.8483 0.3626
H 3.5413 0.6822 -0.8350
H 4.4830 -0.3427 0.2596
H 4.1594 -1.1010 -1.3222

The least stable of the structures above is b, whereas a is the most stable.